Record 1
14
Properties=species:S:1:pos:R:3:forces:R:3 method="wB97M-V/def2-TZVPD" e_tot_ha=-324.6184 orbital_gap_ev=9.04 e_homo_ev=-8.314 de_lowest_kcal_mol=66.5 lumo_ev=0.7
O -2.213 -0.774 -1.978 0.28 0.08 0.50
N -1.562 -0.763 0.260 -0.28 0.13 0.18
C 1.748 0.426 0.723 -0.10 0.22 2.25
C -0.497 -0.196 1.002 1.14 -0.08 0.09
C -0.141 0.352 -1.248 0.13 -0.29 0.05
C -1.421 -0.479 -1.112 -0.26 0.06 0.22
C 0.420 0.263 0.146 -0.20 -0.05 0.40
H 2.374 1.149 0.137 -0.32 0.08 1.60
H 1.325 0.323 2.053 2.24 1.80 -3.10
H 2.343 -0.451 0.925 0.17 -0.70 -1.03
H -2.478 -0.992 0.607 0.00 -0.02 0.10
H -0.456 1.373 -1.529 0.15 -0.30 0.19
H 0.052 -0.225 2.067 -2.86 -0.83 -1.55
H 0.504 -0.005 -2.053 -0.08 -0.11 0.10



Record 2
67
Properties=species:S:1:pos:R:3:forces:R:3 method="wB97M-V/def2-TZVPD" e_tot_ha=-4702.1484 orbital_gap_ev=8.12 e_homo_ev=-16.345 de_lowest_kcal_mol=17.9 charge=+3 lumo_ev=-8.2
Ga 0.988 0.215 0.771 0.40 0.36 0.11
S 1.294 2.315 1.447 -0.07 -0.08 0.31
P -1.747 0.383 -0.633 0.10 0.12 0.06
P 1.412 -2.886 1.978 -0.50 -0.21 -0.05
F 2.747 4.980 0.385 -0.06 0.03 -0.06
F 3.445 4.308 2.313 -0.01 -0.03 0.13
F 4.864 5.000 0.838 0.05 0.03 -0.03
O 0.486 -3.839 1.311 0.15 0.06 0.06
O 1.503 -1.440 1.540 0.28 0.19 0.11
O -0.743 -0.245 0.419 0.00 -0.26 -0.36
N 2.868 0.785 0.067 -0.48 -0.16 -0.12
N 3.019 -4.919 1.120 0.06 0.04 0.06
N -0.597 -3.147 3.739 0.14 0.14 0.03
C 0.892 -2.901 3.753 0.05 -0.01 -0.04
C 3.735 4.325 1.010 0.00 -0.01 0.04
C 3.850 2.918 0.463 0.07 -0.02 -0.10
C -3.395 0.194 -0.013 -0.05 0.10 -0.02
C 2.798 2.017 0.608 0.11 0.17 0.02
C -1.542 -0.485 -2.171 0.02 -0.06 -0.02
C -5.693 0.901 -0.037 0.01 -0.01 0.00
C -0.464 -2.150 -3.529 0.02 -0.01 0.00
C -1.299 -1.819 -4.587 0.00 -0.01 -0.01
C 5.040 1.231 -0.772 0.05 0.04 0.01
C -5.046 -1.078 1.181 0.00 -0.01 0.01
C -0.580 -1.483 -2.317 -0.06 0.05 -0.08
C 3.107 -3.598 1.841 -0.09 0.04 0.05
C -0.555 4.740 -1.064 0.00 0.02 0.00
C -6.023 -0.178 0.771 -0.01 0.01 -0.01
C -2.387 -0.158 -3.235 0.05 0.00 0.02
C -0.099 3.807 -1.986 0.03 -0.01 0.01
C -2.258 -0.823 -4.442 0.00 0.02 0.00
C -3.732 -0.897 0.787 0.03 -0.02 -0.01
C -1.399 4.359 -0.026 -0.02 -0.01 0.02
C -1.350 2.099 -0.843 -0.07 -0.01 -0.12
C -4.379 1.092 -0.435 -0.02 -0.06 0.06
C 3.963 0.398 -0.609 -0.07 -0.16 -0.13
C -0.497 2.482 -1.883 -0.02 0.04 0.07
C 4.977 2.513 -0.228 -0.03 -0.03 0.03
C -1.800 3.039 0.091 0.05 0.01 -0.05
H 3.722 -2.916 1.259 0.10 -0.08 -0.06
H 1.122 -1.980 4.283 -0.09 0.02 0.06
H -2.966 -1.607 1.082 -0.03 0.00 -0.02
H -4.123 1.939 -1.060 -0.02 -0.01 0.02
H 2.436 -5.589 1.628 -0.02 -0.01 0.03
H -7.050 -0.323 1.080 0.02 0.00 -0.01
H -2.461 2.741 0.896 0.00 0.02 -0.02
H 0.550 4.116 -2.796 -0.03 -0.01 0.01
H -1.747 5.093 0.688 0.00 0.00 -0.03
H -3.142 0.613 -3.120 0.01 -0.02 -0.03
H 5.908 0.901 -1.324 -0.01 0.00 0.01
H -0.928 -3.627 4.579 0.03 0.00 0.03
H 0.271 -2.935 -3.651 -0.01 0.03 0.00
H 3.585 -3.751 2.807 0.04 -0.06 -0.02
H 5.806 3.200 -0.340 0.00 0.00 -0.03
H -6.458 1.597 -0.355 0.00 -0.01 0.00
H -0.806 -3.717 2.904 -0.05 -0.16 -0.11
H 3.941 -5.343 0.983 0.04 0.02 0.01
H 0.058 -1.751 -1.484 -0.01 -0.06 0.02
H -2.906 -0.567 -5.270 0.01 -0.02 0.02
H -1.127 -2.277 3.650 -0.01 0.02 0.04
H -1.208 -2.342 -5.530 0.00 0.02 0.03
H 3.943 -0.595 -1.038 -0.02 0.00 0.01
H -5.319 -1.922 1.800 0.00 0.01 -0.01
H -0.167 1.755 -2.616 -0.01 0.02 -0.03
H -0.263 5.779 -1.163 0.01 -0.04 0.02
H 2.570 -4.812 0.207 -0.04 0.01 -0.01
H 1.358 -3.736 4.274 -0.02 -0.01 0.04



Record 3
59
Properties=species:S:1:pos:R:3:forces:R:3 method="wB97M-V/def2-TZVPD" e_tot_ha=-4956.9512 orbital_gap_ev=6.83 e_homo_ev=-4.742 de_lowest_kcal_mol=0.0 charge=-1 lumo_ev=2.1
Zn -18.772 -0.145 -6.716 0.01 -0.09 -0.29
S -20.206 -1.688 -7.901 0.37 0.29 0.38
S -16.249 3.967 -7.847 -0.27 -0.28 -0.17
S -17.494 -2.166 -6.654 -0.70 0.04 -0.21
S -17.484 0.792 -8.749 -0.18 0.39 -0.27
P -17.049 2.735 -9.201 0.32 -0.10 0.19
O -20.145 -0.514 -4.464 -0.49 0.19 -0.17
O -20.458 1.472 -6.632 0.59 0.14 0.01
O -17.788 1.087 -5.318 -0.55 -0.04 -0.19
N -16.981 -5.695 -7.419 -0.32 0.01 -0.01
N -15.716 0.833 -6.179 1.01 0.35 0.02
N -21.158 -5.075 -8.930 1.31 0.28 0.53
C -18.900 -2.761 -7.532 0.23 -0.95 -0.15
C -13.711 2.467 -11.561 0.40 -0.36 -0.76
C -16.099 2.481 -4.458 -0.36 0.51 0.13
C -19.758 2.844 -10.030 0.21 0.27 -0.22
C -15.546 1.385 -12.716 -0.08 0.35 0.27
C -17.888 -5.011 -7.632 0.37 0.13 -0.07
C -18.352 4.727 -10.577 0.08 0.35 -0.42
C -16.593 1.414 -5.376 0.25 0.11 0.26
C -20.862 0.703 -4.339 0.91 0.17 0.07
C -20.151 -4.689 -8.487 -0.72 0.27 -0.35
C -20.803 3.429 -10.741 -0.04 -0.29 0.60
C -15.896 2.541 -10.632 -1.14 0.00 0.33
C -19.501 -0.938 -3.282 0.21 -0.12 0.02
C -20.115 2.851 -6.514 0.76 0.13 -0.03
C -18.528 3.495 -9.983 0.18 -0.71 0.55
C -18.953 -4.111 -7.925 -0.55 0.11 0.23
C -21.426 1.043 -5.697 -0.44 -0.84 -0.15
C -20.623 4.646 -11.377 -0.14 0.06 -0.20
C -19.390 5.289 -11.309 0.17 0.13 0.08
C -14.560 2.878 -10.558 0.01 -0.34 0.48
C -16.409 1.848 -11.728 -0.20 -0.73 -0.15
C -14.186 1.716 -12.633 -0.71 -0.02 -0.01
H -21.644 0.680 -3.570 -0.13 -0.38 -0.10
H -15.975 0.742 -13.488 0.45 0.28 0.02
H -12.649 2.670 -11.488 -0.02 0.07 -0.03
H -15.034 2.551 -4.412 0.77 -0.10 -0.09
H -21.463 5.074 -11.924 0.29 0.04 0.04
H -17.469 1.517 -11.757 0.79 0.44 0.13
H -20.255 -1.120 -2.475 0.64 0.21 -0.41
H -17.379 5.216 -10.483 -0.34 -0.03 -0.13
H -19.204 6.223 -11.823 -0.21 0.06 0.01
H -19.004 -1.873 -3.562 -0.13 0.15 0.26
H -22.196 1.790 -5.609 -0.42 0.49 0.09
H -16.468 2.294 -3.457 -0.22 0.02 0.14
H -19.754 3.108 -5.508 -0.20 -0.16 -0.10
H -19.877 1.894 -9.520 -0.01 -0.04 -0.10
H -14.799 1.263 -6.315 -0.68 -0.17 0.18
H -13.524 1.373 -13.406 0.32 -0.10 -0.12
H -16.461 3.454 -4.814 -0.12 -0.28 0.05
H -19.274 3.058 -7.196 -0.45 -0.19 0.20
H -21.879 0.136 -6.135 0.19 0.29 0.23
H -18.710 -0.213 -2.980 -0.60 -0.29 0.03
H -16.079 0.347 -6.984 -0.12 -0.35 -0.31
H -20.968 3.478 -6.779 -0.08 -0.02 -0.02
H -20.141 1.465 -4.016 -0.08 0.23 -0.03
H -14.153 3.313 -9.655 -0.19 0.30 -0.03
H -21.765 2.926 -10.730 0.04 0.12 -0.21



Record 4
117
Properties=species:S:1:pos:R:3:forces:R:3 method="wB97M-V/def2-TZVPD" e_tot_ha=-6286.7269 orbital_gap_ev="2.59 / 5.36" e_homo_ev="1.590 / -1.186" de_lowest_kcal_mol=0.0 spin_multiplicity=2 charge=-2 lumo_ev="4.2 / 4.2"
Pd -0.175 -0.220 -0.190 0.20 -0.41 0.48
As -1.686 1.476 -1.117 -0.24 0.50 -0.24
S -1.787 -2.468 -0.994 0.29 0.00 0.05
P 0.096 -0.664 2.059 -0.25 0.13 -0.25
P 2.108 -0.551 -0.694 -0.03 -0.02 0.11
Si -2.482 1.699 -3.347 0.04 -0.16 0.03
Si -0.826 3.668 -0.749 -0.18 -0.14 -0.04
Si -3.772 1.341 0.006 -0.02 -0.16 0.02
O -0.749 -1.586 -3.645 0.20 0.22 0.19
N -1.842 -2.255 -3.689 0.16 -0.28 -0.03
N 2.854 -1.153 2.024 0.12 -0.06 0.20
C 5.150 1.047 -2.894 0.49 -0.14 0.03
C 4.518 1.972 -3.724 0.09 0.15 -0.17
C -2.286 -3.809 3.096 -0.10 0.01 0.07
C 3.300 -4.921 -1.684 0.04 -0.05 -0.02
C 3.109 2.077 -3.610 -0.33 0.12 -0.03
C 3.050 0.435 -1.803 0.19 -0.25 0.30
C -3.557 -3.171 -5.085 -0.07 -0.09 -0.01
C 5.760 -1.201 5.071 0.07 -0.02 0.09
C -2.446 -2.269 4.932 -0.12 -0.16 0.03
C 0.598 3.554 0.489 -0.02 -0.10 -0.34
C 3.855 -2.214 3.986 -0.07 0.09 -0.16
C 2.219 -4.286 -2.289 0.01 -0.19 -0.03
C -2.449 -2.734 -2.538 0.03 -0.01 0.07
C 1.610 1.264 5.415 -0.06 0.16 0.02
C 3.728 -2.937 -0.400 -0.01 0.19 -0.02
C -5.054 2.720 -0.250 0.11 -0.26 0.04
C 4.803 -2.203 4.989 0.07 -0.05 0.09
C 4.795 -0.185 3.104 -0.19 -0.13 -0.07
C 1.169 2.566 5.209 -0.10 0.11 -0.10
C 1.285 0.276 4.505 -0.19 -0.02 -0.33
C 0.529 0.570 3.361 0.14 0.07 0.07
C -4.217 -3.659 -3.954 0.01 0.07 -0.17
C 2.422 1.337 -2.689 -0.45 0.20 -0.15
C 4.055 -4.241 -0.740 -0.01 -0.14 -0.06
C -4.601 -0.278 -0.503 0.05 0.30 0.20
C -1.064 1.628 -4.593 -0.34 0.00 0.08
C -1.054 -1.728 3.034 0.22 -0.16 -0.03
C -3.435 1.260 1.861 -0.12 0.03 -0.22
C 1.892 -2.989 -1.949 0.08 0.13 0.17
C 5.742 -0.202 4.109 0.10 0.05 0.08
C 4.470 0.297 -1.970 0.23 -0.21 0.16
C 0.104 1.883 3.165 0.04 -0.33 0.04
C -1.428 -2.941 2.445 0.00 0.14 0.04
C -2.804 -3.474 4.342 -0.06 -0.05 0.04
C -2.383 -2.486 -4.906 -0.11 -0.10 -0.14
C -3.658 -3.432 -2.722 -0.04 -0.01 0.05
C -3.462 3.307 -3.654 0.15 -0.23 -0.02
C -3.714 0.306 -3.693 0.10 0.39 -0.07
C 3.804 -1.188 3.017 0.04 0.03 0.07
C -1.568 -1.410 4.290 -0.04 0.09 -0.16
C 3.076 -0.270 0.895 0.06 0.49 -0.19
C -2.115 4.887 -0.077 0.31 -0.09 -0.08
C 1.579 -1.803 2.198 -0.16 -0.39 -0.03
C 0.409 2.873 4.084 0.17 0.06 0.28
C -0.109 4.401 -2.333 -0.02 0.05 0.35
C 2.647 -2.293 -0.999 -0.18 0.03 -0.17
H 1.343 1.403 -2.619 -0.18 0.10 -0.05
H -5.151 -4.198 -4.040 -0.04 -0.03 -0.02
H 1.563 -2.310 3.162 -0.06 0.07 -0.05
H 4.145 -0.308 0.660 -0.14 0.08 -0.08
H 1.034 -2.500 -2.396 -0.09 0.04 -0.07
H -0.176 1.151 -4.198 0.15 -0.12 0.18
H 1.630 -0.732 4.689 0.00 -0.05 -0.03
H 6.471 0.599 4.147 0.01 0.00 -0.01
H -0.436 2.123 2.258 -0.12 -0.12 0.12
H -2.823 4.178 -3.767 0.13 0.11 0.00
H -3.746 0.146 -4.774 -0.03 -0.03 -0.06
H 5.070 2.544 -4.457 0.05 0.03 -0.05
H -2.854 -1.991 5.898 0.00 -0.03 0.00
H -5.261 -0.597 0.307 -0.09 -0.01 0.08
H 4.799 -3.010 5.714 0.02 -0.01 0.01
H -2.576 -4.730 2.606 0.00 -0.02 0.04
H 6.223 0.900 -2.990 0.05 -0.01 0.02
H -4.659 3.704 -0.032 0.11 0.23 0.06
H 0.230 5.413 -2.097 0.03 0.08 -0.01
H 3.550 -5.942 -1.949 0.01 -0.03 0.00
H -3.496 -4.143 4.844 0.04 0.03 -0.02
H -5.888 2.536 0.429 -0.12 -0.04 0.11
H -3.458 -0.637 -3.223 0.01 0.06 0.09
H 4.791 0.624 2.393 0.02 0.08 -0.03
H -4.169 3.518 -2.858 -0.10 -0.03 0.15
H 4.902 -4.724 -0.266 0.01 -0.03 0.00
H 2.212 1.017 6.281 0.02 0.02 0.02
H -0.784 4.460 -3.178 -0.18 -0.04 -0.08
H -1.074 -3.195 1.453 0.03 0.02 -0.06
H -5.455 2.728 -1.260 -0.03 -0.04 -0.18
H 1.476 4.046 0.067 0.05 0.06 -0.01
H 0.079 3.890 3.903 0.01 0.00 0.06
H 0.764 3.830 -2.628 0.23 -0.19 -0.11
H -1.375 1.025 -5.448 -0.06 0.00 -0.06
H 0.364 4.020 1.444 -0.01 0.07 0.05
H -4.029 3.192 -4.579 -0.07 -0.01 -0.14
H 5.012 -0.433 -1.381 0.09 -0.05 0.02
H -2.552 0.659 2.068 0.08 -0.08 -0.03
H -2.941 5.038 -0.765 -0.11 0.00 -0.16
H 3.160 -3.038 3.937 -0.05 -0.05 0.00
H -5.198 -0.172 -1.405 -0.05 0.03 -0.07
H -1.787 -2.064 -5.701 -0.04 -0.01 -0.04
H 4.326 -2.424 0.342 0.03 0.00 0.02
H -4.715 0.585 -3.367 -0.08 0.07 0.01
H -0.803 2.621 -4.954 0.07 0.15 -0.01
H 1.427 3.345 5.918 0.00 0.00 -0.01
H 1.403 -2.568 1.426 0.08 0.09 0.11
H 0.865 2.504 0.661 -0.02 0.16 -0.12
H -1.628 5.849 0.092 0.03 0.13 0.03
H 1.615 -4.814 -3.018 0.00 -0.02 -0.02
H -3.297 2.246 2.305 0.05 0.13 0.03
H -1.301 -0.476 4.765 0.03 0.04 0.01
H -3.864 -1.066 -0.658 0.08 -0.04 0.02
H -3.935 -3.315 -6.087 -0.03 -0.01 0.00
H -2.523 4.549 0.872 -0.07 -0.09 0.17
H 2.564 2.738 -4.274 -0.09 0.07 -0.03
H -4.288 0.784 2.348 -0.06 0.00 0.07
H 2.838 0.780 1.146 0.08 -0.12 0.00
H -4.137 -3.784 -1.819 0.00 -0.01 0.01
H 6.504 -1.205 5.857 -0.01 0.01 0.00



Record 5
21
Properties=species:S:1:pos:R:3:forces:R:3 method="wB97M-V/def2-TZVPD" e_tot_ha=-403.4793 orbital_gap_ev=8.92 e_homo_ev=-8.271 de_lowest_kcal_mol=61.1 smiles="C=C/C=C(/C)N.O.O" lumo_ev=0.7
O 1.662 -1.534 -0.690 -0.88 -0.06 1.42
O 2.120 0.775 -2.121 0.27 -2.31 1.75
N 0.045 -0.930 1.729 -0.12 2.79 -1.14
C 1.186 1.264 1.219 -2.13 1.21 -1.15
C -2.353 -0.089 0.051 -0.74 -1.50 -1.23
C -2.970 -0.261 -1.162 -0.51 0.64 2.14
C -1.198 0.775 0.308 1.90 -3.21 2.15
C -0.081 0.429 1.058 -0.68 -0.73 -0.04
H 2.314 -2.182 -0.356 -0.73 0.54 -0.04
H -2.836 0.288 -2.090 0.51 0.06 0.28
H 0.678 -0.883 2.526 -0.08 0.21 -0.25
H -0.867 -1.054 2.097 -0.99 -0.97 0.41
H 1.364 1.753 0.235 0.40 -0.39 0.69
H -3.904 -0.826 -1.106 0.45 -0.25 -0.34
H 1.990 0.670 1.565 0.96 -0.55 0.02
H 3.078 0.770 -2.220 0.05 0.41 -0.30
H 0.959 -1.365 0.038 1.59 -0.80 -1.23
H -2.737 -0.806 0.817 0.44 0.89 -0.34
H -1.165 1.523 -0.390 0.59 2.32 -1.12
H 1.009 2.073 1.947 0.05 -0.31 -0.12
H 2.044 -0.084 -1.521 -0.33 2.03 -1.56



Record 6
13
Properties=species:S:1:pos:R:3:forces:R:3 method="wB97M-V/def2-TZVPD" e_tot_ha=-377.7880 orbital_gap_ev=10.36 e_homo_ev=-9.487 de_lowest_kcal_mol=107.5 smiles="C[C@@]1(NO)NC1=O" lumo_ev=0.9
O -1.995 -0.079 -0.971 0.56 -0.30 -0.14
O 0.609 2.347 -0.861 -0.07 0.48 -0.32
N -1.349 -0.080 0.301 -0.30 -0.39 0.79
N 0.628 0.974 1.169 -0.40 1.56 -1.66
C 0.099 0.031 0.200 -0.96 0.06 -1.05
C 0.907 -1.165 -0.241 -0.21 0.16 -0.05
C 0.444 1.440 -0.115 1.19 -1.19 2.12
H 1.014 -1.864 0.589 0.02 -0.06 0.03
H -1.601 -0.972 0.723 -0.20 0.07 -0.25
H -2.251 0.840 -1.129 0.08 -0.11 0.29
H 1.894 -0.862 -0.583 0.06 -0.03 0.04
H 0.392 -1.669 -1.059 0.02 0.02 0.00
H 1.210 1.060 1.978 0.22 -0.28 0.21